--- w ---
Entry from the OMol25 dataset: a structure of composition C9H24N3P (ωB97M-V/def2-TZVPD).

E_HOMO (alpha / beta): -6.778 / -6.777 eV

```
37
C9H24N3P (ωB97M-V/def2-TZVPD)
C -1.4620 -0.5185 0.8916
C -2.0895 0.3520 1.8965
C -1.5609 -2.0740 1.2254
C 1.1548 -1.4237 -1.9987
C -1.2320 -1.4866 -2.0363
C -1.6986 2.0607 -1.0235
C 0.6887 2.4304 -0.8021
C 2.4710 0.8909 1.5830
C 2.3601 -1.3444 0.9384
N -0.0726 -0.8446 -1.5452
N -0.3911 1.5742 -0.4194
N 2.1885 -0.0702 0.5006
P -0.1226 0.0136 -0.0822
H -1.7367 1.3534 1.8863
H -3.1478 0.4404 1.7557
H -1.9827 0.2884 3.0124
H -1.3709 -2.2053 2.3769
H -2.5685 -2.3850 0.8305
H -0.8559 -2.6794 0.6182
H 1.3183 -2.4600 -1.7228
H 1.1051 -1.4430 -3.0766
H 2.0515 -0.8578 -1.5219
H -2.1511 -0.8753 -1.7923
H -1.1461 -1.5909 -3.1560
H -1.3101 -2.4868 -1.5788
H -2.5054 1.3558 -1.0824
H -2.2168 2.9501 -0.5646
H -1.4728 2.4375 -2.0195
H 1.8344 1.9997 -0.4848
H 0.6931 2.6457 -1.9309
H 0.6977 3.4261 -0.4162
H 2.2528 1.9517 1.3248
H 1.7731 0.6134 2.4699
H 3.6261 0.6344 1.7869
H 1.6667 -1.6685 1.7416
H 1.9310 -2.1041 0.2467
H 3.3885 -1.4935 1.2159
```

These are the Mulliken partial charges, in e, on atoms 1 to 8:
1. C 0.7404
2. C -1.6927
3. C -1.4988
4. C -1.0751
5. C -0.9302
6. C -1.0651
7. C -1.1607
8. C -0.9640

***

--- x ---
Entry from the OMol25 dataset: the molecule C9H24N3P (ωB97M-V/def2-TZVPD).

structure (SMILES): CC(C)=P(N(C)C)(N(C)C)N(C)C
E_HOMO: -7.401 eV

```
37
C9H24N3P (ωB97M-V/def2-TZVPD)
C 2.4143 -0.0033 -1.3973
C 1.4284 0.9119 -0.5623
C 1.1404 2.2015 -1.3699
P -0.0719 0.2059 -0.0576
N -0.5739 1.4201 1.0063
C 0.2037 1.7131 2.2646
C -1.9570 2.0571 1.0457
N -1.6188 -0.4549 -0.6815
C -1.3704 -0.7152 -2.1418
C -2.6306 -1.2667 0.0124
N 0.4500 -1.3090 0.7812
C 0.4405 -2.5744 0.0345
C 1.6398 -1.4173 1.6671
H 2.2350 0.0971 -2.4629
H 3.4303 0.2623 -1.2058
H 2.2304 -1.1206 -1.1027
H 0.9504 1.8432 -2.4881
H 0.1472 2.6896 -1.2651
H 1.8089 3.0816 -1.3678
H -0.1385 2.6656 2.7627
H 0.1845 0.9950 3.0418
H 1.2129 1.8633 1.7815
H -2.5081 1.7553 2.0111
H -1.7507 3.0609 1.2289
H -2.5990 1.7818 0.2148
H -0.3503 -0.1911 -2.4018
H -1.0386 -1.6972 -2.5134
H -2.2190 -0.4274 -2.7938
H -2.6816 -0.7140 0.9963
H -3.5333 -1.2737 -0.6212
H -2.2081 -2.2317 0.4285
H 1.4871 -2.8157 -0.1937
H 0.3453 -3.4489 0.6965
H -0.1833 -2.5806 -0.8859
H 1.6385 -0.6572 2.3670
H 1.5837 -2.4822 2.1487
H 2.4617 -1.2242 1.0231
```

These are the Mulliken partial charges, in e, on atoms 1 to 8:
1. C -1.3711
2. C 0.3082
3. C -1.2162
4. P 0.6907
5. N 0.1925
6. C -1.1100
7. C -1.1311
8. N 0.0390

***

In kJ/mol, relative to the most stable structure: w 78.9; x 0.0.

***

--- w ---
Entry from the OMol25 dataset: a cluster of 3 separate species, C3H10N2O2Si in total (ωB97M-V/def2-TZVPD).

structure (SMILES): N/C=C/[SiH3].O=C=O.N
E_HOMO: -8.523 eV

```
18
C3H10N2O2Si (ωB97M-V/def2-TZVPD)
N 0.0395 -1.2957 3.1295
C 0.6934 -0.4040 2.3363
C 0.9806 -0.5892 1.0397
Si 1.8746 0.6305 -0.0506
H -0.3058 -2.1467 2.7279
H -0.1185 -1.1134 4.1000
H 1.0099 0.4967 2.8460
H 0.6479 -1.5192 0.5907
H 3.2438 0.8707 0.4114
H 1.1736 1.9185 -0.0962
H 1.9075 0.0644 -1.4010
O -1.9283 -0.4283 0.9562
C -1.4379 0.5814 1.1939
O -1.0963 1.6522 1.4213
N -1.9057 0.1799 -4.8419
H -1.5426 0.0146 -3.9112
H -1.1907 -0.0894 -5.5062
H -2.0449 1.1772 -4.9458
```

These are the Mulliken partial charges, in e, on atoms 1 to 8:
1. N -0.3349
2. C -0.2265
3. C -0.5913
4. Si 0.4701
5. H 0.1988
6. H 0.2067
7. H 0.3169
8. H 0.3492

***

--- x ---
Entry from the OMol25 dataset: a cluster of 3 separate species, C3H10N2O2Si in total (ωB97M-V/def2-TZVPD).

structure (SMILES): N/C=C/[SiH3].O=C=O.N
E_HOMO: -8.584 eV

```
18
C3H10N2O2Si (ωB97M-V/def2-TZVPD)
N -1.5622 1.0472 0.1205
C -1.0311 -0.2013 0.3684
C -1.3957 -1.2427 -0.3809
Si -0.9641 -3.0049 -0.1803
H -2.4490 1.0586 -0.4881
H -1.2868 1.9625 0.5576
H -0.2917 -0.1996 1.2236
H -2.1821 -0.9511 -1.1147
H 0.1137 -3.2585 -1.1859
H -2.1872 -3.7435 -0.3117
H -0.6626 -3.2867 1.2742
O 0.1025 0.7014 -2.1170
C 0.6681 -0.1785 -1.5950
O 1.5061 -0.8842 -1.1420
N 2.9469 3.1439 1.0555
H 3.7601 2.5847 1.4908
H 2.7626 3.8816 1.7249
H 2.1525 2.5712 0.7003
```

These are the Mulliken partial charges, in e, on atoms 1 to 8:
1. N -0.3526
2. C -0.1192
3. C -0.5776
4. Si 0.3885
5. H 0.1941
6. H 0.2111
7. H 0.2844
8. H 0.2978

***

In kJ/mol, relative to the most stable structure: w 0.0; x 84.3.

***

--- w ---
Entry from the OMol25 dataset: the molecule C2HNO (ωB97M-V/def2-TZVPD).

structure (SMILES): N#CC=O
E_HOMO: -11.673 eV

```
5
C2HNO (ωB97M-V/def2-TZVPD)
N -1.9024 -0.1751 -0.4437
C -0.7184 0.0018 -0.4101
C 0.5964 0.0989 0.1742
O 0.8705 0.1777 1.3461
H 1.1540 -0.1033 -0.6665
```

Here is what Mulliken gives for the atomic charges, in e:
1. N -0.3107
2. C 0.2398
3. C 0.1718
4. O -0.3946
5. H 0.2936

***

--- x ---
Entry from the OMol25 dataset: the molecule C2HNO (ωB97M-V/def2-TZVPD).

E_HOMO: -11.741 eV

```
5
C2HNO (ωB97M-V/def2-TZVPD)
O 1.0945 -0.7627 0.6795
C 0.0363 -0.3333 0.3600
C -0.0629 0.8645 -1.3098
N -0.1430 1.0853 -0.1362
H -0.9277 -0.8520 0.4074
```

Here is what Mulliken gives for the atomic charges, in e:
1. O -0.3586
2. C 0.2182
3. C -0.0517
4. N -0.1426
5. H 0.3347

***

In kJ/mol, relative to the most stable structure: w 0.0; x 44.6.

***

--- w ---
Entry from the OMol25 dataset: the molecule C2HNO (ωB97M-V/def2-TZVPD).

structure (SMILES): N#CC=O
E_HOMO: -11.664 eV

```
5
C2HNO (ωB97M-V/def2-TZVPD)
N 0.1667 1.4937 1.0925
C -0.2154 0.5987 0.4236
C -0.3934 -0.5095 -0.5485
O 0.4794 -1.2925 -0.7281
H -1.3495 -0.6511 -1.0735
```

Here is what Mulliken gives for the atomic charges, in e:
1. N -0.3139
2. C 0.3324
3. C 0.0109
4. O -0.3362
5. H 0.3068

***

--- x ---
Entry from the OMol25 dataset: the molecule C2HNO (ωB97M-V/def2-TZVPD).

structure (SMILES): N#CC=O
E_HOMO: -11.740 eV

```
5
C2HNO (ωB97M-V/def2-TZVPD)
N 2.0123 0.0156 -0.2677
C 0.8644 -0.0194 -0.1244
C -0.5982 -0.0027 0.0816
O -1.3004 -0.9354 -0.1953
H -0.9782 0.9419 0.5059
```

Here is what Mulliken gives for the atomic charges, in e:
1. N -0.2645
2. C 0.2327
3. C 0.1103
4. O -0.3689
5. H 0.2904

***

In kJ/mol, relative to the most stable structure: w 14.2; x 0.0.

***

--- w ---
Entry from the OMol25 dataset: the ion C7H11N4O with charge +1 (ωB97M-V/def2-TZVPD).

structure (SMILES): [H]/N=C(\[O-])C[NH2+]/C(C)=C1\C=CN=[NH+]1
E_HOMO (alpha / beta): -12.531 / -12.532 eV
net charge: +1

```
23
C7H11N4O (ωB97M-V/def2-TZVPD)
H -0.1237 1.6218 -2.6709
N 0.0331 1.3442 -1.7442
C 0.5322 2.3187 -1.0322
O 0.9947 3.4520 -1.2235
C 0.4119 1.9294 0.5447
N -0.7730 1.1002 0.7345
C -0.7621 -0.2280 -0.0122
C -2.0254 -0.4580 -0.6966
C 0.2890 -1.1610 0.2188
C 1.0003 -1.3774 1.4013
C 1.8615 -2.4312 1.1490
N 1.6995 -2.8485 -0.1331
N 0.7917 -2.0648 -0.6538
H 1.2473 1.2994 0.8109
H 0.5401 2.8363 1.1111
H -0.6939 0.8813 1.7324
H -1.6704 1.5445 0.4461
H -2.8664 -0.0150 -0.1200
H -2.1371 -1.4690 -0.7784
H -2.0890 -0.1595 -1.7003
H 0.8355 -1.1441 2.4488
H 2.5066 -2.9676 1.7526
H 0.3977 -2.0037 -1.5851
```

These are the Mulliken partial charges, in e, on atoms 1 to 8:
1. H 0.2172
2. N -0.4214
3. C 0.4181
4. O -0.6229
5. C -0.5491
6. N -0.0796
7. C 0.5323
8. C -1.5836

***

--- x ---
Entry from the OMol25 dataset: the ion C7H11N4O with charge +1 (ωB97M-V/def2-TZVPD).

structure (SMILES): Cc1ncoc1[C@@H]1N=NC[N@H+]1C
E_HOMO: -12.972 eV
net charge: +1

```
23
C7H11N4O (ωB97M-V/def2-TZVPD)
C 3.0411 -0.7371 -0.9722
C 1.6672 -0.5158 -1.4970
N 1.4486 -0.3419 -2.8166
C 0.1779 -0.1202 -2.9884
O -0.5395 -0.2283 -1.8505
C 0.4233 -0.5248 -0.9185
C -0.2059 -0.5567 0.6332
N -1.0528 -1.7872 0.8394
N -2.1832 -1.4439 1.1623
C -2.4341 -0.0860 1.2063
N -1.0883 0.6136 0.8973
C -0.7947 1.4823 2.0793
H 3.5087 -1.7145 -1.3891
H 3.6004 -0.0417 -1.6504
H 3.1928 -0.4948 0.0137
H -0.2805 0.4276 -3.7635
H 0.5603 -0.5949 1.2852
H -3.1462 0.2751 0.4241
H -2.8040 0.2922 2.1687
H -1.1597 1.1153 0.0572
H 0.1387 1.9197 1.9845
H -1.4810 2.2184 2.1033
H -0.5890 0.8437 2.9917
```

These are the Mulliken partial charges, in e, on atoms 1 to 8:
1. C -1.2320
2. C 0.2988
3. N -0.5048
4. C -0.1563
5. O -0.3576
6. C 0.1605
7. C -0.0313
8. N -0.0671

***

In kJ/mol, relative to the most stable structure: w 123.5; x 0.0.

***

--- w ---
Entry from the OMol25 dataset: the molecule C3H6ClN (ωB97M-V/def2-TZVPD).

E_HOMO: -8.930 eV

```
11
C3H6ClN (ωB97M-V/def2-TZVPD)
C -0.6299 0.3250 0.3674
C -0.8924 -0.2157 -0.9624
C 0.2814 1.1125 -0.3810
H -1.4544 0.8191 0.8513
H -1.7907 -0.0375 -1.4432
H -0.7817 -1.3756 -1.1982
H 0.2367 0.8209 -2.4730
H 1.2181 1.1738 0.2879
H -0.0900 2.0377 -0.7204
N 0.4043 0.4217 -1.4956
Cl 0.4281 -0.8071 1.2365
```

These are the Mulliken partial charges, in e, on atoms 1 to 8:
1. C 0.3496
2. C -0.7018
3. C -0.6733
4. H 0.3120
5. H 0.2906
6. H 0.2102
7. H 0.2812
8. H 0.3104

***

--- x ---
Entry from the OMol25 dataset: a cluster of 2 separate species, C3H6ClN in total (ωB97M-V/def2-TZVPD).

structure (SMILES): C[C@H]1C=N1.Cl
E_HOMO: -9.659 eV

```
11
C3H6ClN (ωB97M-V/def2-TZVPD)
C 0.5808 -0.4748 -0.2360
C -0.1288 0.4253 0.7193
C -1.3932 -0.0342 1.2931
N -0.4092 -0.0723 2.0642
H 1.7136 -0.4064 -0.3077
H 0.0790 -0.5713 -1.1797
H 0.3524 -1.4974 0.1381
H -0.0454 1.4648 0.5891
H -2.2815 -0.5615 1.1046
Cl -2.1988 -0.2320 -2.0704
H -1.7131 0.4243 -3.1200
```

These are the Mulliken partial charges, in e, on atoms 1 to 8:
1. C -0.9263
2. C 0.0662
3. C -0.0771
4. N -0.5002
5. H 0.2715
6. H 0.1934
7. H 0.3034
8. H 0.3862

***

In kJ/mol, relative to the most stable structure: w 77.0; x 0.0.